Here is a 7-piece molecular cluster, C29H45B2F18NO14 overall from OMol25. Energies are from wB97M-V/def2-TZVPD.

Computed properties:
Energy above the lowest of the compared OMol25 structures with the same formula, charge and spin in kcal per mole: 0.00
Lowest unoccupied orbital energy in eV: 0.19
SMILES: CB(O)B(C)C[C@@H](O)CN.CCOC(=O)C(F)(F)F.CCOC(=O)C(F)(F)F.CCOC(=O)C(F)(F)F.CCOC(=O)C(F)(F)F.CCOC(=O)C(F)(F)F.CCOC(=O)C(F)(F)F
DFT total energy in Ha: -4087.5643

XYZ file:
```
109
Properties=species:S:1:pos:R:3:forces:R:3:lowdin_charge:R:1
C 1.069 -1.819 4.963 -0.8 0.6 -0.5 -0.01
B 0.677 -0.835 3.768 0.3 -0.2 0.5 -0.43
O 0.651 -1.263 2.453 -0.8 0.1 0.2 0.11
B 0.324 0.768 4.184 0.5 0.6 -0.4 -0.20
C 1.313 1.891 3.692 -0.6 -0.6 0.1 -0.02
C -0.909 1.168 5.081 -0.6 -0.6 -0.3 -0.08
C -2.091 0.191 5.032 0.3 0.2 0.0 -0.40
O -3.075 0.505 6.011 -0.1 0.1 0.1 -0.04
C -2.752 0.254 3.657 -0.4 0.1 0.0 -0.21
N -4.151 -0.155 3.647 0.2 -0.6 -0.4 0.02
H 0.467 -1.473 5.805 0.1 -0.3 0.3 0.05
H 2.109 -1.656 5.240 0.2 -0.2 0.0 0.06
H 0.846 -2.865 4.765 0.3 -0.2 0.1 0.07
H 0.266 -2.148 2.410 0.6 -0.2 -0.2 0.10
H 2.222 1.778 4.273 0.1 0.1 0.1 0.04
H 1.598 1.668 2.664 0.1 0.2 -0.2 0.08
H 0.920 2.898 3.787 0.1 0.2 0.0 0.06
H -0.593 1.249 6.126 0.3 0.0 0.1 0.12
H -1.305 2.143 4.794 0.1 0.3 0.1 0.11
H -1.729 -0.829 5.196 0.0 -0.1 0.1 0.13
H -2.626 0.631 6.853 -0.1 0.0 0.0 0.09
H -2.667 1.271 3.273 0.0 0.1 0.0 0.12
H -2.188 -0.385 2.973 0.3 0.0 0.0 0.11
H -4.760 0.546 3.265 -0.1 0.1 0.2 0.05
H -4.471 -0.457 4.551 -0.1 0.2 0.1 0.06
C -6.140 3.260 -2.110 -0.2 0.2 0.1 -0.05
C -5.598 1.930 -1.641 0.2 0.1 -0.4 -0.19
O -6.004 1.666 -0.276 0.0 0.0 0.1 0.02
C -7.253 1.273 -0.098 0.2 0.0 -0.1 -0.42
O -8.094 1.112 -0.929 -0.1 -0.1 0.0 0.17
C -7.476 0.981 1.398 -0.1 0.1 0.1 -0.55
F -7.026 1.987 2.161 0.0 -0.1 0.0 0.16
F -6.807 -0.131 1.735 -0.1 0.0 0.1 0.15
F -8.764 0.798 1.662 0.1 0.0 0.0 0.18
H -5.834 4.051 -1.423 0.1 0.0 0.0 0.09
H -5.786 3.529 -3.105 0.0 -0.3 0.2 0.06
H -7.229 3.243 -2.132 0.0 0.0 -0.1 0.08
H -4.511 1.935 -1.611 0.0 0.0 0.1 0.13
H -5.912 1.098 -2.270 -0.1 0.0 0.0 0.12
C -1.910 1.081 -8.051 -0.3 0.2 0.0 -0.05
C -1.288 1.596 -6.772 0.1 -0.4 -0.2 -0.18
O -1.955 2.798 -6.326 0.2 0.1 0.0 0.04
C -3.118 2.681 -5.718 0.1 0.0 -0.1 -0.41
O -3.705 1.684 -5.423 -0.1 -0.1 0.1 0.17
C -3.635 4.100 -5.412 -0.2 0.3 -0.1 -0.54
F -3.549 4.874 -6.500 0.0 0.0 0.1 0.17
F -2.905 4.661 -4.437 0.0 0.0 0.0 0.17
F -4.909 4.093 -5.019 0.2 -0.1 -0.1 0.15
H -1.903 1.862 -8.812 0.1 0.0 0.0 0.09
H -1.358 0.223 -8.420 0.0 0.0 0.0 0.06
H -2.945 0.780 -7.898 0.0 0.0 0.1 0.08
H -0.256 1.893 -6.945 0.0 0.2 0.1 0.13
H -1.292 0.851 -5.979 -0.2 0.0 0.1 0.12
C 5.061 0.211 -8.025 -0.2 -0.1 -0.1 -0.06
C 4.190 0.336 -6.795 0.4 0.2 0.1 -0.19
O 2.811 0.011 -7.077 -0.1 0.0 0.0 0.03
C 2.527 -1.278 -7.185 0.1 0.2 0.1 -0.40
O 3.274 -2.199 -7.058 0.0 -0.1 0.0 0.18
C 1.024 -1.443 -7.471 -0.3 -0.2 -0.1 -0.54
F 0.629 -0.641 -8.472 0.2 -0.1 0.0 0.15
F 0.303 -1.122 -6.385 0.1 0.0 0.0 0.17
F 0.737 -2.695 -7.802 0.1 0.1 0.0 0.18
H 4.671 0.832 -8.832 0.0 0.1 0.0 0.08
H 6.076 0.531 -7.795 0.0 0.0 0.0 0.08
H 5.098 -0.817 -8.381 0.0 0.0 0.1 0.08
H 4.166 1.365 -6.447 -0.1 0.0 0.0 0.12
H 4.548 -0.288 -5.978 -0.1 -0.1 0.0 0.13
C -5.115 -1.616 -0.576 -0.1 0.1 -0.2 -0.06
C -4.649 -3.026 -0.849 0.1 0.1 0.4 -0.18
O -4.976 -3.454 -2.188 0.0 -0.1 -0.1 0.04
C -4.220 -2.971 -3.159 0.0 0.0 0.2 -0.41
O -3.292 -2.225 -3.052 0.1 0.0 -0.1 0.17
C -4.689 -3.557 -4.506 0.0 0.1 -0.1 -0.55
F -6.013 -3.437 -4.647 0.1 0.0 0.0 0.17
F -4.373 -4.858 -4.568 0.0 0.0 0.0 0.17
F -4.095 -2.930 -5.516 0.0 -0.1 0.0 0.17
H -6.186 -1.530 -0.768 0.0 0.0 0.1 0.09
H -4.922 -1.353 0.464 0.0 0.0 0.0 0.08
H -4.602 -0.897 -1.212 0.1 0.0 0.0 0.07
H -5.163 -3.732 -0.202 -0.1 -0.1 -0.1 0.13
H -3.578 -3.137 -0.683 0.0 0.0 -0.2 0.13
C 6.725 3.065 8.309 0.0 0.1 -0.2 -0.06
C 6.052 1.740 8.027 0.1 0.0 0.4 -0.19
O 5.298 1.772 6.795 -0.1 0.0 -0.1 0.03
C 6.004 1.686 5.679 0.0 -0.1 0.2 -0.40
O 7.187 1.568 5.575 0.1 0.0 -0.1 0.18
C 5.052 1.721 4.470 -0.2 0.0 -0.3 -0.54
F 4.178 2.731 4.560 0.3 0.1 0.1 0.16
F 4.344 0.578 4.400 0.1 0.0 0.1 0.15
F 5.730 1.853 3.337 0.0 0.0 0.1 0.18
H 5.989 3.869 8.321 0.0 0.0 0.1 0.08
H 7.223 3.029 9.276 0.0 0.0 0.0 0.08
H 7.468 3.301 7.549 0.1 -0.1 0.0 0.08
H 5.317 1.513 8.795 -0.1 0.0 -0.1 0.12
H 6.767 0.920 7.991 0.0 0.0 -0.1 0.13
C 4.280 -2.377 2.766 0.2 0.0 0.3 -0.05
C 4.967 -3.049 1.599 -0.5 0.1 -0.2 -0.18
O 6.400 -3.095 1.770 0.1 0.0 0.0 0.04
C 6.858 -4.011 2.606 -0.1 0.0 -0.1 -0.41
O 6.221 -4.814 3.220 0.0 -0.1 0.1 0.17
C 8.396 -3.931 2.663 0.0 0.0 0.1 -0.55
F 8.804 -2.672 2.855 0.0 -0.1 0.0 0.17
F 8.916 -4.372 1.510 0.0 0.0 0.0 0.17
F 8.863 -4.684 3.653 0.0 0.0 0.0 0.17
H 4.690 -1.381 2.927 -0.1 0.1 -0.1 0.07
H 3.209 -2.296 2.585 0.0 0.0 -0.1 0.07
H 4.426 -2.942 3.687 0.0 -0.1 0.0 0.08
H 4.811 -2.479 0.687 0.2 0.0 0.0 0.13
H 4.589 -4.056 1.430 0.1 -0.1 0.1 0.13
```
Forces are in eV/Å.